The following is a quantum chemistry calculation of a 10-piece molecular cluster, C30H86O36P6S4 overall at a distorted geometry, from OMol25.

XYZ file:
```
162
Properties=species:S:1:pos:R:3
C 5.885 -2.102 -2.173
C 6.668 -3.446 -2.062
O 6.054 -4.574 -1.477
S 5.740 -4.528 0.122
C 4.032 -3.864 0.003
O 5.629 -5.900 0.576
O 6.593 -3.579 0.868
H 6.395 -1.371 -2.801
H 5.665 -1.636 -1.212
H 4.915 -2.179 -2.663
H 6.984 -3.791 -3.047
H 7.585 -3.193 -1.529
H 3.492 -4.435 -0.753
H 4.074 -2.803 -0.242
H 3.597 -4.144 0.962
C -2.249 -2.880 -1.795
C -2.962 -4.128 -2.146
O -1.925 -4.924 -2.556
S -2.180 -6.492 -2.957
C -1.486 -7.325 -1.472
O -3.601 -6.794 -3.179
O -1.219 -6.767 -4.026
H -1.925 -2.398 -2.718
H -1.417 -2.961 -1.096
H -2.988 -2.203 -1.365
H -3.411 -4.572 -1.257
H -3.650 -3.965 -2.975
H -0.483 -6.944 -1.277
H -1.528 -8.393 -1.688
H -2.068 -7.143 -0.568
C 3.728 3.880 -1.746
C 4.222 3.366 -3.081
O 3.683 2.060 -3.398
S 4.334 1.209 -4.653
C 3.350 -0.308 -4.536
O 4.010 1.911 -5.897
O 5.757 0.901 -4.344
H 2.657 4.085 -1.726
H 4.306 4.767 -1.491
H 3.858 3.202 -0.902
H 3.902 4.039 -3.876
H 5.304 3.239 -3.039
H 2.419 0.014 -5.003
H 3.231 -0.583 -3.488
H 3.918 -0.996 -5.163
C -0.409 0.963 -3.514
C -0.974 0.597 -2.132
O -0.244 -0.373 -1.432
S 1.079 0.079 -0.483
C 0.244 -0.092 1.111
O 2.105 -0.996 -0.555
O 1.438 1.456 -0.777
H 0.441 1.640 -3.432
H -1.181 1.425 -4.129
H 0.095 0.122 -3.992
H -1.081 1.477 -1.496
H -2.021 0.334 -2.284
H 0.871 0.427 1.835
H 0.185 -1.151 1.365
H -0.722 0.412 1.117
C 1.079 -1.402 4.883
O -0.281 -1.197 4.655
P -1.280 -0.784 5.906
O -0.687 0.131 6.888
O -2.616 -0.196 5.142
C -3.192 -0.793 4.006
O -1.878 -2.131 6.559
C -3.056 -2.074 7.356
H 1.460 -1.114 3.903
H 1.495 -2.398 5.035
H 1.445 -0.660 5.593
H -2.517 -1.518 3.551
H -3.497 -0.213 3.135
H -4.070 -1.388 4.256
H -3.889 -2.609 6.900
H -3.463 -1.093 7.603
H -2.976 -2.610 8.302
C -3.398 3.051 1.447
O -2.779 3.405 2.608
P -1.192 3.698 2.592
O -0.504 2.725 1.676
O -1.040 5.299 2.251
C -1.682 6.290 3.044
O -0.788 3.538 4.127
C -0.553 2.339 4.741
H -2.770 2.700 0.628
H -3.970 3.924 1.135
H -4.123 2.268 1.671
H -2.391 6.789 2.384
H -1.011 7.019 3.498
H -2.223 5.919 3.915
H -1.411 2.267 5.410
H 0.270 2.398 5.453
H -0.462 1.438 4.134
C -4.021 2.564 -2.418
O -4.411 1.417 -3.025
P -5.645 0.503 -2.416
O -5.700 0.420 -0.907
O -7.020 1.123 -3.047
C -8.248 0.445 -2.887
O -5.482 -0.901 -3.220
C -5.687 -0.941 -4.597
H -2.932 2.602 -2.408
H -4.438 2.762 -1.431
H -4.314 3.358 -3.105
H -8.378 -0.504 -3.406
H -9.065 1.138 -3.090
H -8.331 0.217 -1.825
H -4.961 -1.587 -5.090
H -5.482 0.061 -4.974
H -6.671 -1.376 -4.775
C -2.036 -4.555 4.215
O -1.525 -5.091 2.959
P -1.880 -4.354 1.603
O -2.014 -2.881 1.713
O -0.755 -4.958 0.666
C 0.564 -4.745 1.027
O -3.163 -5.072 0.990
C -4.402 -4.747 1.589
H -1.218 -4.264 4.874
H -2.577 -5.326 4.763
H -2.781 -3.768 4.101
H 0.992 -5.719 1.261
H 0.690 -4.104 1.900
H 1.127 -4.435 0.147
H -4.476 -4.715 2.676
H -5.112 -5.510 1.269
H -4.707 -3.807 1.130
C 0.761 7.636 -4.175
O -0.403 6.852 -4.545
P -0.559 5.384 -3.852
O -1.773 4.615 -4.226
O 0.814 4.569 -4.221
C 1.174 4.061 -5.487
O -0.402 5.663 -2.247
C -0.877 4.791 -1.221
H 0.481 8.681 -4.044
H 1.565 7.527 -4.903
H 1.255 7.291 -3.267
H 0.448 4.294 -6.265
H 1.186 2.974 -5.560
H 2.179 4.434 -5.687
H -0.005 4.395 -0.701
H -1.469 3.975 -1.635
H -1.483 5.279 -0.459
C 4.520 -0.877 2.749
O 4.604 0.461 2.176
P 4.653 1.795 3.113
O 4.025 1.528 4.445
O 4.052 3.010 2.165
C 2.752 3.508 2.211
O 6.258 2.164 3.127
C 7.089 1.293 3.859
H 4.464 -0.903 3.837
H 5.263 -1.585 2.382
H 3.575 -1.274 2.378
H 2.286 3.357 3.185
H 2.080 3.183 1.417
H 2.780 4.597 2.240
H 7.100 1.797 4.826
H 8.135 1.332 3.554
H 6.762 0.254 3.829
```

Computed properties:
* largest force on an atom: 5.321 eV/Å
* total energy: -205297.019 eV
* orbital gap: 10.72 eV
* ΔE to the lowest compared entry with this formula, charge and spin: 56.48 kcal per mole

Löwdin atomic charge list, values in e, 2 entries: -0.058 -0.260